[1]
This record from the Open Molecules 2025 dataset describes a molecular structure, C17H12AsCl2N3O2S4V. The level of theory is ωB97M-V/def2-TZVPD.

XYZ file:
```
42
Properties=species:S:1:pos:R:3:nbo_charge:R:1
As 0.07425 -3.24745 -3.79080 0.575
V -0.64556 -0.75523 0.17361 1.073
Cl -2.72783 3.46620 1.00889 -0.020
Cl -2.34472 2.75999 6.34685 -0.069
S -1.90835 -2.37444 -0.67727 -0.296
S 1.42701 -1.54805 -3.98002 -0.998
S -1.99255 -2.40316 -2.74973 -0.453
S 0.84180 -4.58078 -2.27412 -0.915
O -0.58458 -1.46107 1.94128 -0.590
O -1.56999 0.80708 0.85974 -0.700
N 1.86668 0.53755 -1.43911 -0.584
N -0.47575 0.39198 -1.64613 -0.492
N 1.25929 -1.49259 -0.40950 -0.551
C -2.46962 2.95555 3.63764 -0.296
C 2.20015 -0.70939 -0.92240 0.462
C -1.36478 0.40115 3.22404 -0.144
C 2.92737 -3.11325 0.13580 -0.279
C -1.72592 1.19762 2.08999 0.293
C -1.61075 0.85800 -2.18777 0.126
C 1.61217 -2.71131 0.04875 0.134
C -2.28044 2.46659 2.36437 -0.057
C -1.56813 0.90508 4.52527 -0.237
C 3.91214 -2.24972 -0.32024 -0.138
C -0.80009 -0.89816 3.06283 0.130
C -2.10462 2.14833 4.71620 -0.064
C -1.65767 1.96293 -3.00525 -0.304
C 3.55538 -1.03702 -0.86651 -0.299
C 0.71527 2.11456 -2.79258 -0.285
C -0.45997 2.60810 -3.30359 -0.142
C 0.66489 0.97556 -1.98046 0.455
H -2.60141 2.30288 -3.40651 0.210
H 2.65164 0.95482 -1.91035 0.393
H -1.29456 0.29275 5.37601 0.211
H 1.66952 2.56649 -3.02984 0.200
H 4.95566 -2.53797 -0.28085 0.198
H -0.55841 -1.46339 3.96719 0.132
H 4.29202 -0.36358 -1.28404 0.200
H -0.44764 3.48136 -3.94448 0.198
H -2.88766 3.93956 3.79150 0.222
H 3.15975 -4.10307 0.49862 0.217
H -2.49526 0.29147 -1.93342 0.234
H 0.79127 -3.33596 0.36637 0.251
```

**HOMO-LUMO gap (spin up / spin down)**: 4.063 / 4.054 eV
**Total charge**: -2
**F_max**: 1.0 eV Å⁻¹
**Multiplicity**: 2
**Energy relative to the best compared isomer or geometry (same formula, charge and spin)**: 103.8 kJ/mol

[2]
This record from the Open Molecules 2025 dataset describes 2 unconnected molecules or ions with the total composition C2H7N3S at a distorted geometry. The level of theory is ωB97M-V/def2-TZVPD.

XYZ file:
```
13
Properties=species:S:1:pos:R:3:nbo_charge:R:1
S -2.40535 0.44043 -0.74590 0.626
N -1.93371 -1.07103 -0.44216 -0.347
N -2.08162 -1.63132 0.66248 -0.368
N -3.22844 1.19034 0.56047 -1.013
C 3.17884 -0.52410 -0.63133 -0.391
C 2.80368 0.56033 0.01656 -0.375
H 1.83608 1.05828 -0.13334 0.181
H 2.68160 -0.86356 -1.50078 0.203
H 4.15184 -0.94993 -0.28969 0.194
H -1.72898 -2.55139 0.44515 0.316
H 3.39181 1.16443 0.63731 0.187
H -4.09075 1.54912 0.26927 0.396
H -2.57499 1.62842 1.15196 0.392
```

**HOMO-LUMO gap**: 9.958 eV
**Structure (SMILES)**: [H]/N=N/SN.C=C
**Total charge**: 0
**F_max**: 3.4 eV Å⁻¹
**Multiplicity**: 1
**Energy relative to the best compared isomer or geometry (same formula, charge and spin)**: 308.9 kJ/mol

[3]
This record from the Open Molecules 2025 dataset describes a gas-phase ion, C12H14N (charge +1) at a distorted geometry. The level of theory is ωB97M-V/def2-TZVPD.

XYZ file:
```
27
Properties=species:S:1:pos:R:3:nbo_charge:R:1
N -0.02002 -1.45839 -0.01479 -0.287
C 3.44664 -0.42137 -0.01758 0.218
C -0.95748 1.64578 1.19337 -0.608
C -0.99802 -0.60322 0.11980 0.518
C 2.56741 -1.32240 -0.13031 -0.081
C -2.46090 -0.87050 -0.09449 -0.686
C -0.41072 0.82852 0.08891 -0.108
C 2.23888 1.42024 0.06698 -0.187
C 3.61090 0.90085 0.03503 -0.234
C -0.90850 1.43235 -1.29482 -0.565
C -0.01100 -2.87046 -0.01961 -0.455
C 1.11255 0.62746 0.02263 -0.009
C 1.28216 -0.90937 -0.08809 0.084
H -0.25400 -3.33561 0.90399 0.248
H 2.01191 2.51748 0.17799 0.252
H -2.96223 -1.00021 0.90225 0.276
H 4.45727 1.46051 0.14111 0.260
H -0.28670 1.12074 -2.01801 0.224
H -2.51850 -1.65545 -0.70883 0.243
H -0.62694 2.64175 1.18639 0.238
H 0.90480 -3.30721 -0.28781 0.256
H -0.84728 -3.36230 -0.50594 0.242
H -3.04499 -0.07114 -0.46882 0.264
H -0.67433 2.45287 -1.30105 0.232
H -2.03939 1.27212 -1.32302 0.217
H -1.95836 1.50583 1.33142 0.221
H -0.65318 1.36113 2.10331 0.227
```

**HOMO-LUMO gap**: 8.755 eV
**Structure (SMILES)**: CC1=[N+](C)c2c#cccc2C1(C)C
**Total charge**: +1
**F_max**: 5.7 eV Å⁻¹
**Multiplicity**: 1
**Energy relative to the best compared isomer or geometry (same formula, charge and spin)**: 506.4 kJ/mol

[4]
This record from the Open Molecules 2025 dataset describes a gas-phase ion, C8H19N4 (charge +1) at a distorted geometry. The level of theory is ωB97M-V/def2-TZVPD.

XYZ file:
```
31
Properties=species:S:1:pos:R:3:nbo_charge:R:1
N -0.61974 -0.30682 -0.52488 -0.391
N 0.83711 0.59969 2.45072 -0.563
N 2.14720 0.11098 0.66486 -0.620
N -0.15838 -0.71001 0.73748 -0.266
C 1.60536 1.88936 2.15285 -0.240
C -0.03081 -1.02072 -1.68384 -0.239
C -2.35453 -1.46989 1.56319 -0.613
C 2.19696 1.61811 0.72799 -0.231
C -0.86261 -1.81011 1.40983 -0.214
C 0.09620 -0.04592 -2.84733 -0.407
C -1.23828 0.60304 -3.22462 -0.616
C 0.86612 -0.06859 1.25432 0.744
H 2.37224 1.93661 2.91463 0.226
H 0.92590 -1.46137 -1.42038 0.213
H -0.14111 0.85814 2.56705 0.400
H 1.39517 1.90934 0.05570 0.184
H 0.47039 -0.57622 -3.71652 0.236
H 0.92076 2.72279 2.09698 0.228
H -1.85695 -0.04965 -3.82808 0.224
H 3.15876 2.05082 0.50964 0.251
H -0.70713 -2.72029 0.84025 0.228
H -2.40885 -0.41298 1.80562 0.201
H -0.70167 -1.81972 -1.99019 0.204
H -2.82872 -2.07192 2.32563 0.238
H -0.49168 0.69485 -0.61604 0.366
H 0.80960 0.72661 -2.55698 0.192
H 2.73991 -0.12483 1.46676 0.389
H -0.45661 -1.91183 2.41059 0.223
H -1.02174 1.50727 -3.78386 0.226
H -1.81858 0.92429 -2.36372 0.197
H -2.84431 -1.57103 0.60236 0.230
```

**HOMO-LUMO gap**: 8.785 eV
**Structure (SMILES)**: CCCNN(CC)C1=[NH+]CCN1
**Total charge**: +1
**F_max**: 2.5 eV Å⁻¹
**Multiplicity**: 1
**Energy relative to the best compared isomer or geometry (same formula, charge and spin)**: 340.7 kJ/mol

[5]
This record from the Open Molecules 2025 dataset describes C3H4O2S2 in the gas phase at a distorted geometry. The level of theory is ωB97M-V/def2-TZVPD.

XYZ file:
```
11
Properties=species:S:1:pos:R:3:nbo_charge:R:1
S 2.78752 0.28869 -0.36248 -0.033
S -1.30880 0.16308 2.99492 -0.059
O 0.34568 -0.69220 -0.86910 -0.515
O -0.61335 0.85761 0.68669 -0.485
C 1.69213 -0.87662 -0.70355 0.043
C -0.28608 0.57544 -0.66700 0.205
C -1.48396 0.19032 1.34557 0.078
H 1.83090 -1.97623 -0.73392 0.206
H 0.41106 1.27859 -1.03803 0.207
H -1.18954 0.52109 -1.35029 0.181
H -2.18555 -0.32978 0.69720 0.172
```

**HOMO-LUMO gap**: 8.746 eV
**Structure (SMILES)**: S=COCOC=S
**Total charge**: 0
**F_max**: 4.0 eV Å⁻¹
**Multiplicity**: 1
**Energy relative to the best compared isomer or geometry (same formula, charge and spin)**: 182.6 kJ/mol

[6]
This record from the Open Molecules 2025 dataset describes C5H5NO2 in the gas phase at a distorted geometry. The level of theory is ωB97M-V/def2-TZVPD.

XYZ file:
```
13
Properties=species:S:1:pos:R:3:nbo_charge:R:1
O 1.38814 -1.10288 -1.37874 -0.560
O -0.00214 -0.09657 0.12403 -0.506
N -1.96489 3.01896 1.43100 -0.293
C -0.85467 0.42946 -0.87060 0.203
C 1.60740 -1.61863 0.92768 -0.728
C -1.79892 2.22734 0.53653 0.245
C -1.72741 1.46147 -0.68163 -0.393
C 1.03577 -0.90127 -0.25008 0.799
H 2.43969 -2.31709 0.53289 0.248
H 2.12137 -0.79644 1.46946 0.247
H -0.78229 0.04436 -1.89268 0.219
H 0.89503 -2.12109 1.61057 0.253
H -2.35708 1.77240 -1.55841 0.266
```

**HOMO-LUMO gap**: 10.212 eV
**Structure (SMILES)**: CC(=O)O/C=C\C#N
**Total charge**: 0
**F_max**: 5.9 eV Å⁻¹
**Multiplicity**: 1
**Energy relative to the best compared isomer or geometry (same formula, charge and spin)**: 150.1 kJ/mol